Record 1
Molecular formula: C34H52Cl2NPRu
Method: DFT, ωB97M-V/def2-TZVPD

Last column: Mulliken spin population.
CARTESIAN COORDINATES (ANGSTROEM)
P -0.50668 1.24650 -2.44361  0.32
C -2.13076 0.45704 -2.37240  0.12
C -2.93855 1.15696 -3.50118  0.08
C -4.34839 0.57793 -3.68595  0.02
C -4.34134 -0.94926 -3.80932  0.00
C -3.60102 -1.58854 -2.62870  0.01
C -2.16171 -1.08441 -2.47651  0.07
C 1.02229 0.38036 -2.83136  0.11
C 1.15584 0.60784 -4.35612  0.09
C 2.50354 0.09739 -4.87467  0.03
C 2.73687 -1.36587 -4.48469  0.00
C 2.50638 -1.62754 -2.98482  0.02
C 1.17000 -1.10731 -2.44566  0.04
C -0.34510 2.92329 -1.75443  0.11
C -1.43616 3.32337 -0.73871  0.02
C -1.39431 4.84865 -0.56902  0.00
C -0.00529 5.40843 -0.21930  0.00
C 1.14720 4.78780 -1.02582  0.00
C 1.05095 3.26595 -1.19097  0.05
H -2.50979 0.73733 -1.36149  -0.01
H -2.39658 1.02258 -4.44780  -0.03
H -2.98299 2.24367 -3.32808  0.01
H -4.81022 1.01294 -4.57587  0.00
H -4.97932 0.86586 -2.83411  0.00
H -5.37025 -1.33467 -3.87007  0.00
H -3.82797 -1.21486 -4.74128  0.00
H -4.14591 -1.36510 -1.70224  0.00
H -3.58814 -2.67558 -2.74860  0.00
H -1.71042 -1.52472 -1.57404  0.00
H -1.58129 -1.41942 -3.34849  0.00
H 1.81830 0.93523 -2.29333  -0.01
H 3.31519 0.71564 -4.46516  0.00
H 1.00650 1.66878 -4.60686  -0.03
H 0.35647 0.05038 -4.86810  -0.01
H 2.54751 0.19844 -5.96020  0.00
H 3.75421 -1.67188 -4.76574  0.00
H 2.04009 -1.98512 -5.06892  0.00
H 2.58014 -2.70146 -2.78916  0.00
H 3.31074 -1.13726 -2.41976  0.00
H 1.13155 -1.21812 -1.35049  -0.01
H 0.34906 -1.70626 -2.86669  0.00
H -0.50063 3.52507 -2.67939  0.02
H -2.43205 3.01852 -1.09460  0.01
H -1.25986 2.80504 0.21572  -0.01
H -1.72300 5.28582 -1.52010  0.00
H -2.13804 5.15921 0.17444  0.00
H 0.18291 5.23880 0.84952  0.00
H -0.00950 6.49459 -0.38477  0.00
H 2.11566 5.05083 -0.58379  0.00
H 1.15049 5.22098 -2.03312  0.00
H 1.84078 2.92082 -1.87235  0.00
H 1.19129 2.74748 -0.22989  0.00
Ru -0.12411 -0.36551 2.27445  2.24
Cl 2.11840 -0.02855 1.70638  0.02
Cl -2.28335 0.35387 2.08470  0.10
C -0.48762 -1.94373 1.27972  0.45
H -1.55154 -1.98442 0.95230  -0.02
C 0.22248 -3.19343 1.03457  -0.15
C 1.64078 -3.23411 1.05765  0.18
C 2.30597 -4.44885 1.11062  -0.10
C 1.58015 -5.63954 1.07902  0.19
C 0.18424 -5.61176 0.91527  -0.09
C -0.49784 -4.41282 0.87721  0.15
H 2.18596 -2.28982 1.05283  0.03
H 3.40015 -4.46052 1.15649  -0.01
H -0.36982 -6.54479 0.79451  -0.01
H -1.58158 -4.35248 0.74542  0.00
H 2.09896 -6.59279 1.12633  0.02
C 2.18762 -1.49743 5.47161  0.00
N 0.98576 -1.70198 4.58363  0.02
C 0.64042 -3.14332 4.44889  0.03
C -0.25063 -0.91255 5.02047  0.04
C 0.09259 0.53165 5.02384  -0.06
C 0.23793 1.31726 6.17174  0.00
C 0.65034 2.64548 6.02353  0.00
C 0.93085 3.17912 4.76232  0.00
C 0.76602 2.38589 3.60695  -0.07
C 0.29854 1.10195 3.78172  -0.01
H 1.86631 -1.64913 6.50770  0.00
H 2.59454 -0.48740 5.31908  0.00
H 2.95175 -2.24068 5.19162  0.00
H 1.24004 -1.34763 3.60518  0.03
H 0.29929 -3.49713 5.43653  0.00
H -0.15591 -3.23073 3.70182  0.00
H 1.52899 -3.69319 4.10588  0.00
H -1.01907 -1.13436 4.22677  -0.01
H -0.55281 -1.28292 6.00941  0.00
H 0.01588 0.87206 7.14740  0.00
H 0.76013 3.27697 6.89830  0.00
H 1.27804 4.20977 4.64510  0.00
H 1.00345 2.72541 2.60112  -0.01

Values from the calculation:
- Gap between HOMO and LUMO (alpha / beta): 0.175 / 0.145 Eh
- <S²>: 6.0399
- Spin multiplicity: 5
- Highest occupied orbital energy (alpha / beta): -4.7 / -6.0 eV
- E: -74503.17791 eV

***

Record 2
Molecular formula: C34H52GaN2OP
Method: DFT, ωB97M-V/def2-TZVPD

Last column: Mulliken charge in e.
CARTESIAN COORDINATES (ANGSTROEM)
C -1.16587 2.77055 0.28600  -0.01
C -1.09736 2.81888 -1.13211  -1.54
C -1.88263 1.76209 -1.64812  0.26
H -0.56780 3.55125 -1.74304  0.40
C -2.33614 0.98455 -0.53936  0.22
C -1.95507 1.64206 0.64669  -1.35
H -2.93381 0.07122 -0.58307  0.60
C 2.97717 -0.05884 -1.73967  -0.79
C 2.50419 1.20508 -2.17687  -0.78
C 1.29904 1.01303 -2.90666  -0.77
H 3.00922 2.16306 -2.03591  0.43
C 1.02470 -0.36754 -2.96027  -0.95
C 2.01683 -1.03882 -2.14114  -1.16
H -2.14239 1.63008 -2.68917  0.56
H -2.27458 1.35435 1.64467  0.49
H -0.73723 3.50074 0.97225  0.58
H 2.14694 -2.12207 -2.02527  0.61
H 0.68870 1.78677 -3.40322  0.48
H 3.94837 -0.25785 -1.28238  0.74
Ga 0.39349 -0.92725 -0.07561  0.67
C -0.11002 -1.04482 -3.70795  3.74
C 0.37251 -2.39782 -4.26532  -2.04
C -0.60814 -0.18824 -4.86868  -1.90
H 1.33741 -2.28434 -4.78795  0.36
H -0.36481 -2.79872 -4.97298  0.45
H 0.49941 -3.14489 -3.47820  0.45
H 0.21397 0.05734 -5.55338  0.37
H -1.06083 0.73941 -4.51091  0.28
H -1.38985 -0.74064 -5.40508  0.39
C -1.25609 -1.14852 -2.67442  5.00
C -1.94069 -2.49859 -2.60804  -1.16
H -2.02354 -0.36430 -2.81179  -2.15
H -0.82618 -1.02478 -1.60117  -3.12
O -1.45534 -3.40571 -1.93773  -0.59
N -3.19017 -2.47653 -3.25829  -0.03
C -4.26265 -1.75670 -2.55966  -1.10
H -3.47199 -3.41998 -3.56699  0.39
C -4.57138 -0.35085 -3.00804  0.95
C -5.30917 0.47726 -2.14601  -0.53
H -5.56896 0.08411 -1.16747  0.36
C -5.66502 1.77014 -2.51977  -0.48
H -6.19893 2.40178 -1.81543  0.40
C -5.31249 2.24922 -3.77773  -0.47
H -5.58199 3.26362 -4.07255  0.38
C -4.59333 1.43468 -4.66037  -0.55
H -4.29346 1.80531 -5.64959  0.38
C -4.21872 0.12577 -4.27457  -0.26
H -3.65290 -0.53079 -4.95822  0.35
H -4.07577 -1.69780 -1.47555  0.27
H -5.17739 -2.34434 -2.67636  0.52
C 3.92919 1.18756 1.43836  -2.26
C 2.86727 1.42120 2.52842  2.41
C 3.55834 1.81750 3.85418  -1.72
C 2.02869 2.59755 1.95999  -1.55
P 1.81145 -0.09535 2.77329  -0.25
N 1.04316 -0.23564 1.35037  0.58
C 2.59474 -1.78443 2.91638  2.80
C 2.96110 -2.09720 4.36252  -1.87
C 1.64329 -2.87345 2.40867  -1.67
C 3.84195 -1.87648 2.04748  -1.97
C 0.43261 0.18723 3.98893  2.19
C -0.62043 -0.91801 3.81603  -1.92
C 0.90236 0.20405 5.44780  -1.66
C -0.26432 1.51921 3.71016  -1.88
H 4.39712 2.16352 1.21034  0.70
H 3.43490 0.83170 0.52286  0.22
H 4.72366 0.49346 1.73965  0.29
H 4.41063 2.49056 3.64177  0.45
H 2.86497 2.36290 4.51349  0.34
H 3.97015 0.94115 4.38442  0.21
H 1.34226 2.21708 1.19281  0.15
H 1.47569 3.14844 2.73166  0.21
H 2.71570 3.30818 1.46877  0.61
H 2.07882 -2.36489 4.95303  0.29
H 3.63009 -2.96996 4.37277  0.52
H 3.50164 -1.28529 4.85820  0.25
H 1.47502 -2.79899 1.33115  0.24
H 2.11199 -3.84063 2.60966  0.56
H 0.67533 -2.86489 2.89636  0.21
H 3.62066 -1.60907 1.01134  0.15
H 4.67414 -1.27663 2.42623  0.27
H 4.16191 -2.92679 2.04567  0.69
H -0.28475 -1.90071 4.16738  0.29
H -1.49802 -0.63854 4.41594  0.59
H -0.94277 -0.98617 2.77254  0.23
H 1.75568 0.86991 5.60185  0.27
H 0.07329 0.59126 6.05907  0.48
H 1.14987 -0.79498 5.81560  0.32
H 0.29552 2.38283 4.09040  0.15
H -0.46379 1.63081 2.64311  -0.02
H -1.23833 1.50042 4.22380  0.72

Values from the calculation:
- Gap between HOMO and LUMO (alpha / beta): 0.210 / 0.182 Eh
- Spin multiplicity: 1
- Highest occupied orbital energy (alpha / beta): -6.7 / -6.5 eV
- E: -102789.27707 eV